[1]
Computed, not measured: a molecular structure, C42H46As2ClN7O8Sc, with wB97M-V/def2-TZVPD.

## Properties
Total energy (eV): -226009.11762
Highest occupied orbital energy (eV): -10.28
Charge: +1
Energy relative to the best compared isomer or geometry (same formula, charge and spin) (kJ/mol): 86.90
Kohn-Sham gap (Eh): 0.2790
Lowest unoccupied orbital energy (eV): -2.687

Each line ends with the Löwdin charge.
Geometry (Å):
Sc 0.146 -0.064 -0.112  0.75
N 3.132 -0.613 3.277  0.13
C 2.100 -0.778 4.175  -0.04
C 0.964 -0.753 3.432  -0.11
N 1.279 -0.587 2.100  0.08
C 2.589 -0.501 2.048  -0.26
C 3.274 -0.347 0.781  -0.27
N 2.609 -0.006 -0.294  0.03
C 3.488 -0.129 -1.348  -0.12
C 4.702 -0.521 -0.880  -0.03
N 4.550 -0.666 0.483  0.13
H 4.105 -0.523 3.516  0.17
H 2.263 -0.885 5.233  0.13
H -0.050 -0.845 3.776  0.10
H 3.191 0.049 -2.367  0.10
H 5.630 -0.729 -1.385  0.13
H 5.257 -0.996 1.117  0.16
C -3.494 3.711 -2.879  -0.03
C -2.566 4.891 -2.961  -0.22
C -3.074 6.183 -3.076  -0.03
C -2.243 7.285 -3.207  -0.06
C -0.866 7.116 -3.231  -0.07
C -0.337 5.842 -3.100  -0.01
C -1.175 4.741 -2.960  -0.21
N -0.579 3.442 -2.862  0.16
C -0.504 2.696 -1.722  -0.36
N -1.112 3.242 -0.666  0.15
C -1.422 2.731 0.621  -0.22
C -1.091 1.434 1.014  -0.17
C -1.526 1.100 2.304  -0.19
C -2.210 1.964 3.138  -0.08
C -2.495 3.246 2.696  -0.04
C -2.113 3.652 1.429  -0.21
C -2.445 5.044 0.946  -0.03
N 0.123 1.525 -1.704  0.03
C 0.872 1.254 -2.903  -0.30
C 0.395 0.324 -3.817  -0.05
C 1.099 0.056 -4.980  -0.06
C 2.282 0.734 -5.240  -0.07
C 2.759 1.663 -4.326  -0.05
C 2.076 1.934 -3.142  -0.27
C 2.644 2.902 -2.135  -0.03
H -4.514 4.015 -3.109  0.09
H -3.499 3.261 -1.884  0.07
H -3.198 2.936 -3.588  0.09
H -4.149 6.321 -3.079  0.12
H -2.670 8.275 -3.303  0.11
H -0.208 7.967 -3.344  0.11
H 0.736 5.689 -3.107  0.11
H 0.021 3.149 -3.617  0.14
H -1.459 4.171 -0.843  0.10
H -1.366 0.102 2.672  0.00
H -2.537 1.634 4.117  0.11
H -3.034 3.938 3.332  0.11
H -2.961 5.599 1.727  0.08
H -3.103 5.034 0.070  0.08
H -1.548 5.617 0.683  0.09
H -0.529 -0.197 -3.600  0.10
H 0.723 -0.678 -5.681  0.11
H 2.836 0.535 -6.149  0.11
H 3.690 2.183 -4.524  0.12
H 3.704 3.068 -2.324  0.09
H 2.526 2.524 -1.120  0.07
H 2.147 3.875 -2.176  0.07
C 0.936 -5.755 0.530  -0.02
O 0.038 -4.634 0.556  -0.12
C -1.042 -4.756 -0.227  -0.57
O -1.273 -5.740 -0.875  0.07
C -1.810 -3.449 -0.271  -0.40
C -2.829 -3.302 -1.137  -0.30
As -4.102 -4.733 -0.731  1.38
C -5.669 -4.487 -1.869  -0.29
C -4.595 -3.481 0.793  -0.24
C -3.781 -2.665 1.476  -0.22
As -1.840 -2.168 1.204  1.32
C -1.238 -3.281 2.703  -0.25
C -4.204 -1.973 2.733  -0.52
O -3.518 -1.114 3.245  0.06
O -5.344 -2.412 3.251  -0.04
C -5.812 -1.734 4.431  0.01
C -6.076 -3.533 1.083  -0.57
O -6.807 -2.694 0.643  0.15
O -6.568 -4.610 1.709  -0.01
C -5.681 -5.534 2.353  -0.05
C -3.444 -1.974 -1.480  -0.53
O -4.522 -1.845 -1.988  0.11
O -2.661 -0.886 -1.234  -0.15
C -3.369 0.354 -1.455  -0.02
H 1.663 -5.565 1.314  0.09
H 1.429 -5.811 -0.439  0.10
H 0.405 -6.684 0.715  0.10
H -5.333 -4.541 -2.903  0.04
H -6.174 -3.544 -1.699  0.02
H -6.333 -5.328 -1.671  0.03
H -1.618 -4.293 2.596  0.04
H -1.647 -2.830 3.607  0.03
H -0.154 -3.300 2.756  0.02
H -6.658 -2.314 4.781  0.10
H -6.123 -0.724 4.174  0.10
H -5.028 -1.692 5.183  0.10
H -6.262 -6.010 3.137  0.10
H -4.826 -5.025 2.795  0.09
H -5.337 -6.290 1.650  0.08
H -2.636 1.132 -1.308  0.05
H -4.182 0.454 -0.738  0.12
H -3.775 0.386 -2.462  0.10
Cl 0.663 -1.979 -1.405  0.17

[2]
Computed, not measured: C13H25N3O2 in the gas phase, with wB97M-V/def2-TZVPD.

## Properties
Total energy (eV): -22453.42898
SMILES string: CC[C@H](C)NC(=O)C(=O)NC[C@@H]1CCCN1CC
Highest occupied orbital energy (eV): -8.30
Energy relative to the best compared isomer or geometry (same formula, charge and spin) (kJ/mol): 12.72
Kohn-Sham gap (Eh): 0.3376
Lowest unoccupied orbital energy (eV): 0.887

Each line ends with the Löwdin charge.
Geometry (Å):
C 0.307 5.612 1.221  -0.10
C 0.471 4.587 2.338  -0.21
C 1.329 3.369 1.956  -0.37
C 2.767 3.740 1.606  -0.05
N 0.731 2.647 0.856  0.11
C 0.084 1.486 0.960  -0.40
O -0.081 0.833 1.977  0.06
C -0.445 1.011 -0.399  -0.41
O -0.232 1.642 -1.423  0.06
N -1.152 -0.115 -0.293  0.09
C -1.648 -0.875 -1.408  -0.12
C -0.796 -2.144 -1.631  -0.30
C -1.395 -3.021 -2.737  -0.13
C -2.305 -3.968 -1.959  -0.16
C -1.497 -4.219 -0.690  -0.18
N -0.824 -2.957 -0.420  -0.15
C 0.396 -3.042 0.352  -0.24
C 1.588 -3.731 -0.328  -0.08
H 1.264 6.040 0.936  0.07
H -0.336 6.421 1.558  0.07
H -0.152 5.161 0.344  0.07
H -0.515 4.223 2.635  0.11
H 0.925 5.064 3.208  0.11
H 1.326 2.673 2.803  0.14
H 2.801 4.335 0.698  0.07
H 3.215 4.309 2.416  0.08
H 3.356 2.840 1.447  0.08
H 0.774 3.042 -0.077  0.14
H -1.187 -0.540 0.626  0.14
H -2.684 -1.160 -1.210  0.13
H -1.599 -0.230 -2.288  0.13
H 0.221 -1.818 -1.876  0.14
H -1.926 -2.437 -3.486  0.11
H -0.605 -3.587 -3.232  0.12
H -2.522 -4.887 -2.500  0.11
H -3.246 -3.474 -1.718  0.11
H -2.127 -4.487 0.164  0.12
H -0.786 -5.040 -0.858  0.11
H 0.152 -3.578 1.274  0.12
H 0.688 -2.025 0.627  0.11
H 2.444 -3.711 0.341  0.07
H 1.860 -3.221 -1.249  0.06
H 1.362 -4.769 -0.561  0.06

[3]
Computed, not measured: a gas-phase ion, C5H14N2 (charge -1), with wB97M-V/def2-TZVPD.

## Properties
Total energy (eV): -8389.90731
Highest occupied orbital energy (alpha / beta) (eV): 1.51 / -4.67
Charge: -1
Spin multiplicity: 2
Energy relative to the best compared isomer or geometry (same formula, charge and spin) (kJ/mol): 104.02
Kohn-Sham gap (alpha / beta) (Eh): 0.0925 / 0.3194
Lowest unoccupied orbital energy (alpha / beta) (eV): 4.022 / 4.022

Each line ends with the Löwdin charge.
Geometry (Å):
C -2.160 0.509 1.497  -0.17
C -1.126 1.306 0.691  -0.34
N -0.582 0.508 -0.393  -0.07
C -0.200 -1.991 -0.015  -0.19
C 0.308 -0.556 -0.024  -0.46
C 1.708 -0.524 -0.726  -0.47
N 2.104 0.787 -1.201  -0.05
H -1.717 -0.325 2.049  0.04
H -2.866 0.063 0.796  0.06
H -2.678 1.104 2.261  0.05
H -1.601 2.192 0.276  0.09
H -0.277 1.556 1.330  0.08
H -1.146 0.407 -1.218  0.10
H -1.207 -2.110 -0.448  0.06
H 0.496 -2.708 -0.431  0.03
H -0.518 -2.320 0.991  0.04
H 0.536 -0.388 1.030  0.09
H 2.429 -0.929 -0.006  0.03
H 1.570 -1.161 -1.602  0.07
H 2.165 1.492 -0.479  0.02
H 3.027 0.715 -1.616  0.00

[4]
Computed, not measured: 2 unconnected molecules or ions with the total composition C6H17NO2, with wB97M-V/def2-TZVPD.

## Properties
Total energy (eV): -12082.22846
SMILES string: CCC[C@@H](CO)NC.O
Highest occupied orbital energy (eV): -8.64
Energy relative to the best compared isomer or geometry (same formula, charge and spin) (kJ/mol): 71.44
Kohn-Sham gap (Eh): 0.3462
Lowest unoccupied orbital energy (eV): 0.782

Each line ends with the Löwdin charge.
Geometry (Å):
C 0.653 -1.235 -2.121  -0.12
C -0.783 -0.820 -1.788  -0.24
C -1.113 -0.906 -0.286  -0.17
C -0.892 0.408 0.460  -0.34
C -1.144 0.140 1.955  -0.23
O -0.877 1.304 2.715  -0.05
N 0.466 0.939 0.319  -0.08
C 0.554 2.253 -0.272  -0.12
H 1.336 -0.415 -1.874  0.05
H 1.071 -2.066 -1.545  0.06
H 0.772 -1.426 -3.185  0.07
H -0.839 0.209 -2.155  0.10
H -1.530 -1.369 -2.359  0.10
H -2.179 -1.150 -0.206  0.11
H -0.609 -1.753 0.163  0.10
H -1.623 1.138 0.110  0.14
H -2.161 -0.227 2.147  0.12
H -0.515 -0.703 2.261  0.12
H -0.555 1.060 3.582  0.08
H 0.963 0.825 1.166  0.08
H 1.477 2.769 -0.001  0.08
H -0.254 2.934 -0.024  0.07
H 0.620 2.163 -1.364  0.07
O 2.680 -1.222 0.987  -0.06
H 2.177 -2.041 1.111  0.04
H 2.304 -0.810 0.203  0.00

[5]
Computed, not measured: a molecular structure, C19H20BrF3N4O4PtS2Si, with wB97M-V/def2-TZVPD.

## Properties
Total energy (eV): -145172.72530
Highest occupied orbital energy (eV): -2.48
Charge: -2
Energy relative to the best compared isomer or geometry (same formula, charge and spin) (kJ/mol): 14.27
Kohn-Sham gap (Eh): 0.2296
Lowest unoccupied orbital energy (eV): 3.771

Each line ends with the Löwdin charge.
Geometry (Å):
Pt -0.232 0.162 -0.682  0.91
Br -3.559 0.630 -7.640  0.65
C -2.472 0.609 -6.070  -0.67
C -1.311 1.360 -6.050  -0.23
N -0.510 1.387 -4.990  0.07
C -0.857 0.659 -3.923  -0.10
C -2.006 -0.125 -3.860  -0.09
C -2.834 -0.144 -4.973  -0.06
C -2.416 -0.993 -2.653  -0.64
O -3.489 -1.593 -2.785  0.00
O -1.656 -1.039 -1.650  -0.20
H -1.024 1.953 -6.912  0.09
H -0.197 0.712 -3.061  0.07
H -3.732 -0.747 -4.937  0.11
F 1.120 2.665 -0.003  -0.03
C 1.167 1.296 0.136  -0.70
F 2.426 1.002 -0.421  -0.04
F 1.363 1.118 1.484  -0.01
C -3.434 0.694 0.186  -0.23
Si -1.861 1.688 -0.179  0.34
C -2.326 2.956 -1.512  -0.23
C -1.597 2.734 1.378  -0.24
H -4.205 1.343 0.622  0.01
H -3.227 -0.125 0.877  0.02
H -3.832 0.233 -0.720  0.01
H -3.170 3.578 -1.189  0.01
H -2.614 2.466 -2.446  0.00
H -1.477 3.610 -1.731  0.02
H -2.526 3.257 1.633  0.01
H -0.808 3.473 1.231  0.01
H -1.318 2.105 2.231  0.01
N 3.671 0.928 5.366  0.07
C 2.940 -0.102 4.730  -0.33
C 1.614 0.113 4.357  -0.05
C 0.896 -0.880 3.721  -0.06
C 1.487 -2.114 3.469  -0.28
C 2.797 -2.341 3.851  -0.07
C 3.521 -1.341 4.487  -0.05
S 0.581 -3.338 2.547  0.52
O 1.469 -4.487 2.454  -0.40
O -0.667 -3.532 3.237  -0.33
N 0.289 -2.643 1.157  -0.12
C 1.259 -2.489 0.254  -0.68
S 2.727 -3.478 0.125  1.00
C 3.210 -2.582 -1.277  -0.44
C 2.288 -1.644 -1.555  -0.28
N 1.205 -1.581 -0.714  -0.10
H 3.336 1.842 5.094  0.07
H 4.660 0.867 5.168  0.07
H 1.164 1.087 4.514  0.11
H -0.114 -0.691 3.379  0.12
H 3.247 -3.300 3.631  0.10
H 4.553 -1.516 4.773  0.10
H 4.134 -2.774 -1.796  0.04
H 2.349 -0.930 -2.363  0.10

[6]
Computed, not measured: 4 unconnected molecules or ions with the total composition C29H28N7O6, with wB97M-V/def2-TZVPD.

## Properties
Total energy (eV): -53227.12654
Highest occupied orbital energy (eV): -11.57
Charge: +1
Kohn-Sham gap (Eh): 0.2893
Lowest unoccupied orbital energy (eV): -3.697

Each line ends with the Löwdin charge.
Geometry (Å):
C -3.347 -1.174 2.707  0.16
C -3.221 -0.702 1.611  -0.07
C -2.952 -0.236 0.224  -0.26
C -1.457 -0.369 -0.077  -0.09
C -0.673 0.601 0.790  -0.21
C 0.836 0.556 0.568  -0.14
C 1.624 1.716 0.685  0.00
C 2.995 1.529 0.497  -0.04
C 3.468 0.258 0.217  -0.16
N 2.765 -0.866 0.068  0.10
C 1.458 -0.649 0.254  -0.09
N -1.189 1.963 0.404  0.17
C -2.519 2.128 0.460  -0.35
N -3.025 3.342 0.869  0.16
N -3.387 1.183 0.070  0.20
H -3.339 -1.456 3.731  0.05
H -3.537 -0.889 -0.424  0.10
H -1.206 -1.411 0.098  0.13
H -1.304 -0.159 -1.137  0.14
H -0.892 0.481 1.853  0.15
H 1.237 2.697 0.915  0.11
H 3.683 2.358 0.564  0.11
H 4.541 0.147 0.116  0.10
H 0.824 -1.522 0.146  0.11
H -0.805 2.705 0.976  0.14
H -3.135 4.066 0.182  0.12
H -3.223 3.505 1.844  0.05
H -4.243 1.345 0.595  0.17
C -0.027 3.587 7.152  -0.05
C -0.904 4.615 6.828  -0.05
C -1.813 4.454 5.797  0.01
C -1.829 3.254 5.104  -0.15
C -0.959 2.219 5.410  0.00
C -0.052 2.392 6.442  -0.05
N -2.798 3.071 4.027  -0.33
O -3.543 3.997 3.753  0.08
O -2.822 1.999 3.439  0.05
H 0.678 3.716 7.962  0.12
H -0.880 5.543 7.383  0.12
H -2.495 5.252 5.544  0.12
H -0.983 1.289 4.861  0.11
H 0.632 1.595 6.696  0.11
C -3.272 -6.557 -3.687  -0.06
C -2.474 -5.538 -4.194  -0.06
C -2.629 -4.242 -3.732  0.00
C -3.584 -3.988 -2.761  -0.15
C -4.391 -4.991 -2.249  0.00
C -4.230 -6.283 -2.720  -0.05
N -3.739 -2.625 -2.256  -0.33
O -3.032 -1.752 -2.724  0.08
O -4.562 -2.427 -1.378  0.06
H -3.145 -7.569 -4.048  0.11
H -1.731 -5.755 -4.948  0.11
H -2.012 -3.448 -4.126  0.12
H -5.135 -4.776 -1.497  0.12
H -4.851 -7.078 -2.331  0.11
C 4.961 -0.775 -2.767  -0.07
C 5.088 -1.378 -4.012  -0.06
C 5.978 -0.871 -4.945  0.00
C 6.735 0.238 -4.615  -0.15
C 6.620 0.856 -3.383  0.00
C 5.724 0.344 -2.457  -0.07
N 7.695 0.768 -5.594  -0.36
O 7.757 0.218 -6.672  0.09
O 8.363 1.725 -5.262  0.08
H 4.267 -1.180 -2.041  0.08
H 4.494 -2.249 -4.255  0.11
H 6.077 -1.339 -5.913  0.12
H 7.217 1.723 -3.143  0.12
H 5.629 0.819 -1.494  0.08